{
  "formula": "C10H10N2O4SYb",
  "method": "wB97M-V/def2-TZVPD",
  "charge": 3,
  "s2": 0.755,
  "spin_multiplicity": 2,
  "energy_ev": -64034.333,
  "elements": ["C", "H", "S", "C", "O", "H", "Yb", "H", "O", "N", "H", "H", "O", "H", "N", "O", "C", "C", "C", "H", "H", "C", "H", "H", "C", "C", "C", "C"],
  "xyz": [[4.849, -2.059, -0.662], [4.765, -3.683, 0.727], [0.299, 0.239, -1.594], [-2.921, 0.249, -2.051], [0.271, -2.008, 4.037], [0.133, 2.915, -0.073], [0.564, -0.727, 0.661], [5.443, -2.070, 1.393], [1.332, 2.166, 2.273], [-2.273, 1.348, -1.338], [-2.042, 4.245, 0.228], [-3.996, 0.458, -2.147], [-2.854, 0.193, 1.875], [-2.811, -0.710, -1.514], [-0.764, 2.574, -0.383], [-1.093, -3.599, -0.111], [-1.796, -0.129, 1.560], [0.926, 1.161, 1.848], [-0.664, -2.615, 0.297], [-2.501, 0.120, -3.062], [4.484, -2.638, -1.520], [-0.938, 1.388, -1.040], [-3.983, 2.645, -0.986], [5.162, -1.024, -0.855], [-2.911, 2.494, -0.863], [5.002, -2.624, 0.554], [0.272, -1.582, 3.007], [-1.956, 3.274, -0.264]]
}



{
  "formula": "C10H10N2OS",
  "method": "wB97M-V/def2-TZVPD",
  "energy_ev": -26390.681,
  "elements": ["C", "O", "C", "H", "N", "H", "C", "S", "C", "C", "H", "C", "C", "N", "H", "H", "C", "H", "H", "C", "H", "C", "H", "H"],
  "xyz": [[-1.892, 1.763, -2.153], [-2.297, 1.718, 1.719], [-1.847, -0.799, 1.491], [-1.682, 2.516, -0.093], [0.340, -1.755, 1.431], [3.039, 0.384, 1.318], [-1.062, -1.840, 1.230], [-1.269, 0.798, 2.127], [-0.466, 0.764, -0.524], [-1.376, 1.792, -0.894], [3.169, -1.407, 0.951], [-0.985, -0.218, -2.679], [1.057, -0.735, 1.304], [-1.693, 0.811, -3.103], [-2.894, -0.948, 1.552], [-0.879, -1.085, -3.232], [0.082, 0.834, 0.833], [0.116, -1.234, -1.097], [0.710, 1.594, 1.226], [2.509, -0.651, 1.470], [2.783, -1.041, 2.550], [-0.314, -0.263, -1.481], [-2.635, 2.360, -2.595], [-1.287, -2.782, 0.739]]
}



{
  "formula": "C10H10O",
  "method": "wB97M-V/def2-TZVPD",
  "energy_ev": -12574.788,
  "smiles": "C[C@@H]1C=CC=c2ccoc2=C1",
  "elements": ["C", "C", "H", "C", "H", "C", "C", "H", "H", "H", "H", "H", "H", "C", "C", "C", "O", "H", "C", "C", "H"],
  "xyz": [[1.639, 1.140, -0.466], [-0.958, -0.832, -0.026], [2.192, 1.691, -1.218], [0.072, -1.234, 0.954], [-2.111, 0.688, -1.152], [-0.600, 2.482, -1.269], [-1.214, 0.426, -0.453], [-0.092, 2.023, 0.828], [1.812, -0.868, 2.118], [-1.648, 2.461, -0.965], [-0.505, 1.987, -2.274], [-1.889, -3.844, 0.347], [3.268, -0.022, -0.030], [-0.317, -2.602, 1.305], [-1.352, -2.908, 0.542], [2.207, 0.103, 0.263], [-1.699, -1.868, -0.290], [-0.183, 3.556, -1.225], [1.346, -0.685, 1.115], [-0.032, 1.460, -0.197], [0.064, -3.154, 2.093]]
}



{
  "formula": "C10H10OP2",
  "method": "wB97M-V/def2-TZVPD",
  "energy_ev": -31151.554,
  "elements": ["H", "H", "O", "H", "P", "H", "H", "C", "C", "C", "C", "C", "C", "C", "H", "C", "P", "H", "H", "H", "H", "C", "C"],
  "xyz": [[4.602, 1.364, -0.009], [-4.579, 1.220, 1.952], [2.516, 0.425, 1.983], [-5.471, -0.084, 0.416], [1.725, -2.420, -0.185], [3.546, 2.542, -0.449], [1.189, -1.894, 0.967], [3.278, -0.493, -1.676], [3.606, 1.497, -0.394], [-2.444, 0.726, 1.616], [-3.829, 0.686, 1.412], [3.697, 0.804, -1.683], [-2.230, -1.000, -0.123], [2.526, -0.945, -0.531], [-1.834, -1.760, -0.802], [-4.414, -0.059, 0.379], [2.278, 0.578, 0.536], [3.974, 1.374, -2.560], [-4.052, -1.706, -0.961], [3.240, -1.257, -2.558], [-1.910, 1.428, 2.238], [-1.744, -0.063, 0.774], [-3.667, -0.965, -0.340]]
}



{
  "formula": "C10H10S5",
  "method": "wB97M-V/def2-TZVPD",
  "energy_ev": -64708.149,
  "smiles": "c1csc(CSSSCc2cccs2)c1",
  "elements": ["S", "C", "H", "S", "H", "C", "C", "C", "H", "C", "H", "H", "C", "H", "C", "C", "H", "C", "S", "S", "S", "H", "H", "H", "C"],
  "xyz": [[3.543, -1.584, 0.390], [-1.256, 2.175, 0.888], [0.739, -1.882, 1.327], [-1.908, 1.044, -1.333], [-3.784, -1.006, 1.194], [2.053, -0.768, -0.049], [-3.589, -0.741, 0.159], [-1.094, 2.309, -0.436], [-0.770, 2.854, 1.614], [0.722, -1.250, 0.367], [4.204, 1.382, -1.645], [-0.504, 3.083, -0.980], [-2.049, 1.014, 1.239], [-4.601, -0.412, -0.221], [-2.556, 0.347, 0.148], [4.507, -0.441, -0.442], [0.028, -0.406, 0.474], [2.367, 0.298, -0.899], [-3.164, -2.168, -0.832], [0.095, -2.535, -0.851], [-1.625, -3.042, 0.140], [1.574, 0.978, -1.158], [5.623, -0.532, -0.297], [-2.321, 0.758, 2.289], [3.765, 0.528, -1.086]]
}



{
  "formula": "C10H10S5",
  "method": "wB97M-V/def2-TZVPD",
  "energy_ev": -64708.653,
  "smiles": "c1csc(CSSSCc2cccs2)c1",
  "elements": ["H", "C", "C", "H", "S", "C", "H", "C", "C", "S", "H", "H", "H", "S", "C", "H", "H", "S", "C", "H", "S", "C", "H", "C", "C"],
  "xyz": [[-0.449, -2.953, -1.573], [1.494, -2.295, 2.106], [2.050, 1.952, -2.608], [2.503, -2.194, 2.492], [0.605, 2.683, -2.053], [-0.046, 2.524, 0.681], [3.671, 0.831, -1.727], [1.153, -2.224, 0.720], [2.747, 1.366, -1.602], [-1.029, -2.596, 1.999], [0.439, 2.923, 1.538], [2.314, 1.995, -3.666], [0.405, -2.579, 3.983], [-2.067, 0.448, -0.246], [0.936, 2.210, -0.418], [-0.811, 3.269, 0.377], [2.454, 1.103, 0.587], [-0.895, 1.044, 1.331], [-0.926, -2.294, -0.787], [1.856, -2.049, -0.075], [-0.922, -0.644, -1.555], [-0.184, -2.384, 0.519], [-1.945, -2.648, -0.675], [0.423, -2.486, 2.909], [2.101, 1.524, -0.335]]
}